{"formula": "C25H31NO11", "method": "ωB97M-V with the def2-TZVPD basis set", "e_lumo_ha": 0.02557, "orbital_gap_ev": 9.9194, "max_force_ev_per_a": 0.804, "de_lowest_kcal_mol": 0.00, "smiles": "COC(=O)[C@H](Cc1ccccc1)NC(=O)[C@]1(OC(C)=O)C[C@H](OC(C)=O)[C@H](OC(C)=O)[C@@H](OC(C)=O)C1", "symbols": ["O", "O", "O", "O", "O", "O", "O", "O", "O", "O", "O", "N", "C", "C", "C", "C", "C", "C", "C", "C", "C", "C", "C", "C", "C", "C", "C", "C", "C", "C", "C", "C", "C", "C", "C", "C", "C", "H", "H", "H", "H", "H", "H", "H", "H", "H", "H", "H", "H", "H", "H", "H", "H", "H", "H", "H", "H", "H", "H", "H", "H", "H", "H", "H", "H", "H", "H", "H"], "positions_angstrom": [[-0.719265, 1.557149, 3.258017], [-0.655918, 2.313800, -2.280279], [1.376263, 1.702614, 1.489235], [2.013270, 1.131688, -1.070192], [-1.081349, -1.434148, 2.752985], [-1.498365, 3.534710, 3.975684], [2.009033, 2.641066, 3.432509], [-2.395699, 0.002346, 1.624026], [-1.595046, 0.465760, -3.174807], [3.390197, -1.297802, -3.581258], [1.686745, 0.071015, -4.086788], [0.507038, -0.438197, -1.661906], [-3.473441, -1.533192, 3.016740], [-0.471798, 2.009330, 5.537026], [2.134676, 1.793884, 2.587898], [0.585010, -3.759537, -0.229510], [4.111047, -0.819859, -4.711680], [-1.559285, 1.081129, -0.346636], [-2.143297, -3.316573, -0.267040], [-0.335027, 1.743834, -0.988631], [-1.219202, 2.400717, -4.537757], [0.290722, 2.606450, 1.331888], [-1.559960, -3.926673, 0.829370], [1.520297, -1.349585, -2.138136], [0.860293, -2.693120, -2.488837], [-2.169271, -1.011838, 2.476025], [-1.261407, 0.676165, 1.090854], [3.148347, 0.685721, 2.597066], [0.121307, 2.943529, -0.146245], [-0.964724, 1.931546, 1.911574], [-0.193366, -4.145498, 0.846633], [-0.964997, 2.483514, 4.204981], [0.864984, 0.786123, -1.232567], [-1.364032, -2.932031, -1.344431], [2.193163, -0.756956, -3.376626], [0.007254, -3.153943, -1.337694], [-1.191252, 1.600562, -3.269531], [-0.574483, 0.931209, 5.614023], [0.266109, -4.614160, 1.703425], [-3.925125, -0.770738, 3.647389], [-1.000157, 2.518135, 6.337060], [5.046159, -1.372947, -4.731412], [-0.310761, 2.152595, -5.085837], [-1.828817, -2.463870, -2.201360], [-2.077217, 2.116783, -5.139650], [-0.397632, 0.001458, 1.146656], [-4.153401, -1.740131, 2.195314], [2.277263, -1.477180, -1.357889], [-2.165849, -4.230901, 1.669119], [-1.815092, 2.625712, 1.885420], [0.506866, 3.515748, 1.909843], [0.587166, 2.262179, 5.587472], [1.079982, 3.284937, -0.539499], [3.540318, -0.994121, -5.625944], [1.642249, -3.420489, -2.711096], [-3.296031, -2.430979, 3.600122], [-1.222743, 3.463717, -4.321297], [4.299012, 0.250339, -4.610173], [3.966237, 0.932665, 3.266687], [-1.889523, 0.202710, -0.898237], [-0.611744, 3.743381, -0.251311], [0.242316, -2.556374, -3.379234], [1.651633, -3.932355, -0.212788], [3.504893, 0.520412, 1.584628], [-0.410773, -0.551826, -2.079634], [-3.209301, -3.140820, -0.288223], [-2.381404, 1.802586, -0.350176], [2.656902, -0.221375, 2.944643]], "forces_ev_per_a": [[0.0636, -0.3861, -0.1297], [0.2224, 0.3592, 0.2153], [-0.0833, -0.1917, -0.1480], [0.3419, 0.0431, -0.1513], [0.0686, 0.0043, 0.0650], [0.0017, 0.1347, -0.0203], [-0.0113, 0.1149, 0.0508], [-0.2969, 0.3258, -0.2391], [-0.1072, -0.0014, -0.0700], [0.1117, -0.2899, 0.2576], [0.0425, 0.0140, -0.1274], [0.1482, -0.5657, -0.1784], [0.2018, -0.0203, -0.0212], [-0.0213, 0.0884, -0.0553], [0.3007, -0.1051, 0.2138], [-0.0463, -0.0043, -0.0308], [0.0282, 0.2032, -0.3208], [-0.0193, -0.2219, 0.1461], [-0.1033, -0.0004, 0.0568], [0.0156, -0.0162, 0.3629], [-0.0097, -0.0510, 0.0722], [-0.5083, 0.5080, 0.3614], [-0.0546, -0.0408, 0.0060], [0.0979, 0.2746, -0.0131], [0.0696, 0.1335, 0.2071], [-0.0605, -0.3385, 0.2440], [0.5534, 0.2684, 0.1956], [-0.0229, 0.1678, 0.0002], [0.2821, -0.3922, -0.0944], [0.0181, 0.0939, -0.4105], [0.0436, -0.0302, 0.0525], [-0.0637, 0.0625, 0.2265], [-0.4331, 0.1169, -0.0159], [0.0741, -0.0691, -0.0204], [-0.1992, 0.0916, 0.2303], [-0.0320, -0.1290, -0.1362], [-0.2993, -0.0664, -0.4732], [0.0134, -0.0707, 0.0516], [0.0473, -0.0357, 0.0844], [-0.0669, 0.0600, 0.0280], [-0.0314, 0.0191, -0.0087], [-0.0510, 0.0217, 0.0127], [0.0634, 0.0038, -0.0403], [-0.0466, 0.0592, -0.1247], [-0.0187, -0.0350, 0.0129], [-0.1810, 0.1032, -0.0669], [-0.0960, -0.0059, -0.0537], [-0.0698, -0.0458, -0.1334], [-0.0546, -0.0171, 0.0922], [0.1554, -0.1283, -0.0995], [-0.1059, -0.1951, -0.1892], [0.0557, -0.0252, 0.0198], [-0.0892, 0.0792, 0.0203], [0.0753, 0.0140, 0.0599], [-0.0373, 0.0292, -0.0704], [0.0267, -0.0081, 0.0035], [-0.0017, 0.0661, -0.0505], [0.0019, -0.0844, -0.0179], [-0.0140, 0.0190, 0.0265], [0.0130, 0.1051, 0.0798], [-0.0638, -0.0241, 0.0130], [0.0210, -0.0376, -0.0408], [0.1388, -0.0284, 0.0030], [0.0555, -0.0781, -0.0604], [0.1029, 0.2191, 0.2002], [-0.0993, 0.0055, -0.0058], [-0.0146, 0.0185, -0.0616], [-0.0422, -0.0878, 0.0076]]}